{
  "formula": "C22H39IN6O7P",
  "method": "wB97M-V/def2-TZVPD",
  "total_energy_ev": -64101.59402,
  "e_homo_ev": -10.59,
  "total_charge": 1,
  "e_lumo_ha": -0.1537,
  "species": ["N", "C", "C", "C", "C", "O", "O", "C", "C", "C", "N", "C", "P", "O", "I", "C", "C", "H", "H", "H", "H", "H", "H", "H", "H", "H", "H", "H", "C", "O", "N", "C", "C", "H", "H", "H", "H", "H", "H", "H", "C", "O", "N", "C", "C", "H", "H", "H", "H", "H", "H", "H", "C", "O", "N", "C", "C", "H", "H", "H", "H", "H", "H", "H", "C", "O", "N", "C", "C", "H", "H", "H", "H", "H", "H", "H"],
  "positions_angstrom": [[1.37319, 0.86286, -1.14171], [1.57459, 2.20586, -1.43002], [2.81128, 2.63763, -1.83794], [3.07269, 3.96394, -2.13545], [4.45015, 4.42723, -2.61184], [5.29584, 3.28949, -2.78899], [6.02641, 3.21204, -1.56060], [2.11911, 4.91849, -2.00769], [0.84971, 4.53136, -1.58907], [-0.16142, 5.46563, -1.44554], [-1.35782, 5.13311, -1.02667], [-1.66257, 3.83985, -0.72896], [-3.39303, 3.50219, -0.09871], [-3.17763, 3.58406, 1.54165], [-3.89515, 1.19672, -0.68629], [-0.75097, 2.85737, -0.85303], [0.55844, 3.18074, -1.29895], [1.96139, 0.28923, -1.73226], [0.40061, 0.59893, -1.23383], [3.60443, 1.90564, -1.93365], [4.35375, 4.88831, -3.59854], [4.91642, 5.10762, -1.89884], [6.07345, 2.25981, -1.38894], [2.33835, 5.95969, -2.21899], [0.06211, 6.49645, -1.69903], [-2.06645, 5.85393, -0.92418], [-2.27383, 3.27599, 1.72073], [-1.06355, 1.84947, -0.59898], [-5.28317, -1.33780, 2.86344], [-5.57685, -1.16516, 1.69364], [-4.84954, -0.37915, 3.70550], [-4.51828, -0.66419, 5.09045], [-4.71159, 0.98040, 3.20809], [-5.35245, -2.32989, 3.34079], [-5.15286, -0.06902, 5.74951], [-3.47215, -0.41263, 5.27735], [-4.67205, -1.71931, 5.30861], [-5.67736, 1.33443, 2.84450], [-4.00682, 0.99057, 2.37649], [-4.35586, 1.63615, 3.99898], [-1.23451, -1.21630, 1.47348], [-0.46152, -0.54879, 0.79246], [-1.11104, -2.51920, 1.72977], [-2.08191, -3.22753, 2.55109], [0.01883, -3.24622, 1.17557], [-2.12642, -0.76836, 1.94307], [-1.58981, -3.65598, 3.42336], [-2.53657, -4.02770, 1.96742], [-2.86034, -2.54584, 2.88386], [0.94981, -2.80414, 1.53191], [0.00020, -3.17850, 0.08705], [-0.02847, -4.28916, 1.47704], [7.82266, 0.85670, -6.63481], [8.85086, 0.35733, -7.04113], [7.75551, 1.90576, -5.78792], [6.49168, 2.45612, -5.33689], [8.99438, 2.50021, -5.31482], [6.82917, 0.47876, -6.93491], [6.42825, 3.50573, -5.63737], [6.43079, 2.39013, -4.25300], [5.65893, 1.90807, -5.77635], [9.57695, 2.85966, -6.16366], [9.58455, 1.74935, -4.78810], [8.77617, 3.32880, -4.64482], [-4.63881, -5.89068, 3.96654], [-3.67680, -5.20285, 4.26658], [-4.57089, -7.06879, 3.32573], [-5.75686, -7.83935, 2.99854], [-3.26562, -7.58646, 2.94966], [-5.67116, -5.58798, 4.20781], [-5.70302, -8.81727, 3.47982], [-5.81952, -7.97489, 1.91741], [-6.65125, -7.32460, 3.34283], [-2.65114, -7.71507, 3.84122], [-2.76639, -6.87755, 2.28765], [-3.37717, -8.54142, 2.44293]]
}

{
  "formula": "C22H39N2O",
  "method": "wB97M-V/def2-TZVPD",
  "total_energy_ev": -28469.76406,
  "e_homo_ev": -11.71,
  "relative_energy_kcal_mol": 1.7,
  "total_charge": 1,
  "e_lumo_ha": -0.1717,
  "species": ["C", "C", "C", "C", "C", "C", "C", "C", "C", "C", "C", "C", "C", "C", "C", "C", "N", "C", "C", "C", "C", "N", "O", "C", "C", "H", "H", "H", "H", "H", "H", "H", "H", "H", "H", "H", "H", "H", "H", "H", "H", "H", "H", "H", "H", "H", "H", "H", "H", "H", "H", "H", "H", "H", "H", "H", "H", "H", "H", "H", "H", "H", "H", "H"],
  "positions_angstrom": [[-11.05966, 2.15030, -0.31377], [-9.92899, 1.21055, 0.08094], [-8.56700, 1.89764, 0.00363], [-7.41177, 1.00885, 0.45988], [-7.09335, -0.11423, -0.52526], [-5.95853, -1.02403, -0.05830], [-4.58702, -0.35203, -0.09361], [-3.47476, -1.31636, 0.30968], [-2.09868, -0.65459, 0.27827], [-0.99840, -1.63129, 0.68767], [0.39134, -0.99655, 0.76575], [0.95395, -0.62822, -0.60584], [2.33547, 0.02513, -0.54214], [3.43265, -0.94169, -0.09682], [4.80952, -0.28400, -0.16486], [5.90319, -1.25308, 0.30369], [7.20863, -0.62754, 0.22603], [7.92357, -0.70654, -0.90696], [9.13617, -0.06963, -1.04037], [9.63317, 0.68915, 0.02124], [10.89992, 1.50837, -0.02891], [11.87082, 1.04738, -0.83874], [10.97863, 2.52347, 0.62025], [8.85572, 0.77783, 1.18033], [7.65941, 0.10885, 1.25626], [-11.09682, 3.00802, 0.35467], [-10.91712, 2.51495, -1.32871], [-12.01760, 1.63816, -0.26326], [-10.09522, 0.84752, 1.09790], [-9.93613, 0.34410, -0.58428], [-8.59717, 2.78752, 0.63821], [-8.38517, 2.23182, -1.02050], [-6.52320, 1.63317, 0.58023], [-7.64908, 0.57898, 1.43587], [-6.83823, 0.31537, -1.49692], [-7.98897, -0.72494, -0.65946], [-5.92727, -1.90473, -0.70507], [-6.16697, -1.36947, 0.95680], [-4.39414, 0.02265, -1.10181], [-4.57993, 0.50284, 0.58540], [-3.47595, -2.17366, -0.36770], [-3.67241, -1.69234, 1.31620], [-1.91068, -0.27953, -0.72929], [-2.09361, 0.20020, 0.95874], [-0.97382, -2.46523, -0.01746], [-1.24755, -2.03992, 1.66972], [1.06160, -1.70723, 1.25382], [0.34283, -0.10062, 1.38882], [1.00591, -1.52447, -1.22787], [0.27418, 0.07231, -1.09132], [2.30062, 0.87501, 0.14240], [2.58696, 0.40801, -1.53391], [3.24080, -1.26891, 0.92533], [3.41670, -1.82309, -0.74082], [4.81867, 0.60802, 0.46490], [5.01536, 0.02812, -1.19107], [5.71172, -1.55168, 1.33612], [5.89612, -2.14630, -0.32391], [7.50548, -1.29584, -1.70955], [9.66939, -0.14785, -1.97447], [11.84602, 0.14696, -1.28259], [12.73380, 1.56810, -0.87287], [9.20681, 1.38609, 2.00010], [7.04001, 0.15014, 2.13956]]
}

{
  "formula": "C22H39N4O3",
  "method": "wB97M-V/def2-TZVPD",
  "spin_multiplicity": 2,
  "total_energy_ev": -35546.15549,
  "e_homo_ev": [-8.23, -9.57],
  "e_lumo_ha": [0.0186, 0.0159],
  "species": ["C", "O", "C", "C", "C", "C", "O", "C", "N", "C", "C", "C", "C", "N", "O", "C", "C", "C", "C", "H", "H", "H", "H", "H", "H", "H", "H", "H", "H", "H", "H", "H", "H", "H", "H", "H", "H", "H", "H", "H", "H", "H", "H", "H", "C", "C", "C", "C", "N", "H", "H", "H", "H", "H", "H", "H", "C", "C", "C", "C", "N", "H", "H", "H", "H", "H", "H", "H"],
  "positions_angstrom": [[-3.10509, 0.47097, -4.80459], [-1.87276, 1.14863, -4.76039], [-1.01628, 0.86579, -5.85177], [0.41030, 1.19405, -5.45399], [1.21021, 0.11708, -4.72088], [0.71845, -0.42591, -3.38664], [-0.55904, -1.19068, -3.60443], [-0.48844, -2.16728, -4.43084], [-0.42800, -3.06948, -5.15253], [1.70493, -1.45262, -2.82405], [2.95891, -0.87065, -2.12026], [3.38543, -1.71614, -0.89627], [4.13008, -0.83649, -3.09451], [2.65481, 0.53195, -1.69248], [3.16044, 1.46311, -2.40540], [1.28136, 0.83595, -1.19576], [0.85203, -0.07874, -0.04746], [1.26958, 2.27682, -0.68750], [0.32835, 0.66968, -2.39535], [-3.56631, 0.55538, -3.82317], [-2.97166, -0.58886, -5.04321], [-3.77644, 0.91130, -5.55041], [-1.30423, 1.48714, -6.70782], [-1.12141, -0.18332, -6.15135], [0.97030, 1.42589, -6.36221], [0.37691, 2.12234, -4.88106], [2.19422, 0.54053, -4.50332], [1.37640, -0.73072, -5.39300], [1.14898, -2.11033, -2.15784], [2.05480, -2.07533, -3.65021], [2.78047, -2.61637, -0.79618], [3.29306, -1.15517, 0.02570], [4.42676, -2.01888, -0.98969], [4.93790, -0.22431, -2.70053], [3.84951, -0.45289, -4.07177], [4.49279, -1.85700, -3.22174], [-0.11055, 0.28203, 0.31260], [0.71923, -1.11625, -0.34300], [1.54281, -0.01586, 0.79027], [0.46774, 2.40092, 0.03726], [2.20767, 2.49613, -0.17937], [1.14936, 2.98713, -1.50065], [-0.66371, 0.43236, -2.01024], [0.23861, 1.61524, -2.92048], [0.02377, -0.45671, 5.63215], [1.41237, -0.51207, 5.01145], [1.91565, 0.86669, 4.56750], [1.03706, 1.47199, 3.56705], [0.33519, 1.91971, 2.77573], [-0.71199, -0.09889, 4.91007], [-0.29417, -1.44442, 5.96470], [0.00504, 0.21135, 6.49592], [1.40912, -1.18376, 4.15087], [2.13054, -0.91613, 5.72650], [2.91686, 0.79933, 4.13940], [1.96971, 1.54607, 5.42066], [-4.16403, 0.32561, 4.80031], [-5.12656, 0.29182, 5.97885], [-4.48528, -0.30112, 7.23909], [-4.01267, -1.66984, 7.03151], [-3.62646, -2.73683, 6.85429], [-3.85995, -0.68259, 4.51547], [-4.62383, 0.79380, 3.93075], [-3.26391, 0.89240, 5.04777], [-6.01495, -0.28737, 5.72114], [-5.46390, 1.30078, 6.22141], [-5.19012, -0.30786, 8.07146], [-3.62594, 0.30090, 7.54252]]
}